Computed, not measured: C17H23ClIrN2 as an isolated structure in a non-equilibrium geometry, with ωB97M-V/def2-TZVPD.

Each line ends with the natural charge from an NBO analysis.
Atoms and positions in Å:
1 C 0.15284 -5.82567 -0.26702  0.166
2 C -1.25449 -6.16514 -0.76153  -0.657
3 C 1.22783 -6.36730 -1.21128  -0.656
4 C 0.36130 -6.30111 1.17201  -0.657
5 Cl 0.33239 -3.91134 -0.25299  -0.207
6 H 1.19131 -7.46550 -1.23954  0.249
7 H 2.22761 -6.06588 -0.87700  0.227
8 H 1.07339 -5.99452 -2.23124  0.225
9 H -1.38739 -7.25654 -0.79744  0.250
10 H -1.42729 -5.76877 -1.76929  0.222
11 H -2.01310 -5.75235 -0.08563  0.223
12 H 0.31442 -7.39821 1.22090  0.249
13 H -0.41994 -5.89614 1.82678  0.223
14 H 1.33857 -5.98156 1.55288  0.225
15 C -0.56823 0.56312 -1.60302  -0.311
16 C 0.54660 -0.02678 -2.31100  -0.313
17 C 0.29997 -1.43813 -2.40966  -0.308
18 H 1.41458 0.50950 -2.68319  0.277
19 C -0.97855 -1.70924 -1.80373  -0.213
20 C -1.50982 -0.48186 -1.30957  -0.355
21 H -2.45424 -0.35603 -0.78556  0.257
22 H -0.67926 1.60963 -1.34448  0.251
23 H 0.96017 -2.16895 -2.86856  0.284
24 H -1.46515 -2.67803 -1.74430  0.280
25 C 0.41857 -0.43128 1.86827  -0.355
26 C 1.13541 0.61255 1.18340  -0.321
27 C 2.29676 0.02292 0.56334  -0.300
28 H 0.85786 1.66024 1.14838  0.240
29 C 2.28145 -1.38200 0.84879  -0.300
30 C 1.12591 -1.66053 1.66187  -0.235
31 H 0.84446 -2.62998 2.05943  0.285
32 H -0.51071 -0.30765 2.41823  0.256
33 H 3.04260 0.55823 -0.01932  0.275
34 H 3.01845 -2.10665 0.51313  0.284
35 Ir 0.47123 -0.80199 -0.30515  1.240
36 N -2.19734 3.80384 2.10350  -0.522
37 C -3.00535 3.83854 0.97518  0.193
38 C -2.55512 2.81082 0.16654  0.113
39 N -1.47499 2.20108 0.76632  -0.460
40 C -1.29485 2.78368 1.94453  0.389
41 H -2.24916 4.41576 2.91209  0.476
42 H -3.79988 4.54490 0.81627  0.281
43 H -2.93739 2.48201 -0.78614  0.268
44 H -0.57259 2.54647 2.71211  0.262

Force components x, y, z for each atom (eV/Å):
C -0.12 -1.30 0.01
C -0.02 0.55 0.00
C 0.09 0.57 -0.03
C 0.05 0.54 0.05
Cl 0.08 -0.93 0.01
H -0.14 0.30 0.13
H -0.20 -0.11 -0.07
H 0.03 -0.11 0.21
H 0.21 0.30 0.07
H 0.05 -0.12 0.18
H 0.14 -0.11 -0.14
H -0.01 0.29 -0.19
H 0.16 -0.12 -0.12
H -0.18 -0.13 -0.08
C -0.85 0.86 -1.42
C -0.25 0.35 -1.45
C -0.91 0.57 -1.44
H -0.28 -0.18 -0.03
C -1.11 0.38 -1.74
C -0.82 0.35 -0.61
H 0.26 -0.14 -0.21
H 0.15 -0.35 -0.34
H -0.15 0.14 0.22
H 0.22 0.34 0.05
C 0.21 0.29 1.03
C 0.75 0.86 1.39
C 1.24 0.41 0.91
H 0.36 -0.36 -0.02
C 0.84 0.61 1.49
C 0.96 0.58 1.59
H 0.01 0.28 -0.22
H 0.32 -0.16 -0.04
H -0.16 -0.20 0.26
H -0.28 0.13 0.01
Ir -0.11 -4.85 0.15
N -1.24 0.51 -1.02
C 0.61 1.41 3.10
C 2.80 -2.45 0.20
N -1.38 -0.03 -1.06
C -1.16 0.86 -0.67
H -0.16 0.06 -0.13
H -0.13 0.22 0.16
H -0.02 0.06 -0.10
H 0.12 -0.14 -0.08

## Properties
- ΔE to the lowest compared entry with this formula, charge and spin (eV) = 1.3524
- total charge = +2
- Kohn-Sham gap (spin up / spin down) (eV) = 4.753 / 4.111
- LUMO level (spin up / spin down) (eV) = -6.7 / -11.2
- 2S+1 = 6
- HOMO energy (spin up / spin down) (eV) = -11.458 / -15.349
- energy (Eh) = -1334.71145

Computed, not measured: C17H23F11NOReSi2 as an isolated structure, with ωB97M-V/def2-TZVPD.

Each line ends with the natural charge from an NBO analysis.
Atoms and positions in Å:
1 Re -1.36343 0.12674 0.03043  1.396
2 C 2.99071 1.29920 -1.97828  -1.132
3 Si 1.49916 0.24628 -1.63002  1.685
4 C 0.15543 0.61362 -2.88153  -1.127
5 C 1.97581 -1.53860 -1.67790  -1.140
6 C 0.70961 0.71558 0.05011  -1.101
7 C 0.37703 2.13929 0.07166  0.310
8 C 1.15233 3.29799 0.06290  -0.285
9 C 0.50203 4.50954 0.11602  -0.072
10 C -0.89830 4.57034 0.16989  -0.259
11 C -1.61002 3.40654 0.16270  0.092
12 N -0.97018 2.20972 0.11244  -0.578
13 Si 1.51362 0.25603 1.73281  1.695
14 C 1.64616 -1.57339 1.97360  -1.137
15 C 0.39809 0.98947 3.04342  -1.128
16 C 3.20425 1.02163 1.85282  -1.130
17 H 3.40422 0.99830 -2.94519  0.262
18 H 3.77641 1.16298 -1.23395  0.248
19 H 2.75580 2.36207 -2.04928  0.239
20 H 0.43201 0.26533 -3.87938  0.271
21 H -0.04278 1.68696 -2.94759  0.246
22 H -0.79837 0.11723 -2.64477  0.223
23 H 2.25176 -1.79946 -2.70316  0.259
24 H 1.17141 -2.20296 -1.37145  0.250
25 H 2.84296 -1.73838 -1.04500  0.248
26 H 2.22876 3.23215 0.02580  0.253
27 H 1.07701 5.42690 0.11947  0.244
28 H -1.41765 5.51606 0.21216  0.252
29 H -2.68720 3.40691 0.19298  0.222
30 H 0.67269 -2.05859 2.01669  0.244
31 H 2.14573 -1.75397 2.92925  0.259
32 H 2.23560 -2.05934 1.19481  0.251
33 H -0.64510 0.66949 2.93640  0.224
34 H 0.41371 2.08266 3.02167  0.241
35 H 0.71167 0.67469 4.04136  0.265
36 H 3.89117 0.62228 1.10482  0.246
37 H 3.62070 0.78011 2.83471  0.261
38 H 3.18989 2.10906 1.76877  0.237
39 F -3.89204 -0.15103 -0.42671  -0.319
40 C -3.20224 1.02406 -0.35409  0.345
41 F -3.28141 1.64238 -1.55499  -0.330
42 H -3.68015 1.64186 0.40913  0.140
43 F -0.99332 -3.35752 -2.20415  -0.298
44 C -2.13776 -3.14660 -1.55850  0.975
45 F -2.92314 -4.19579 -1.74174  -0.283
46 F -2.70576 -2.06447 -2.08743  -0.301
47 C -1.85548 -2.91576 -0.03416  0.003
48 O -1.13847 -1.70998 0.10930  -0.652
49 C -0.90877 -4.03871 0.50151  0.982
50 F -0.73467 -3.88573 1.81596  -0.303
51 F 0.28862 -3.96389 -0.06799  -0.296
52 F -1.42908 -5.23398 0.25609  -0.289
53 C -3.18976 -2.88139 0.83312  0.980
54 F -3.14075 -1.82575 1.66157  -0.314
55 F -4.26804 -2.76311 0.07435  -0.288
56 F -3.32047 -3.96505 1.57853  -0.284

Force components x, y, z for each atom (eV/Å):
Re 0.45 0.03 -0.05
C 0.09 0.10 -0.08
Si -0.03 -0.01 0.02
C -0.13 0.02 0.00
C 0.08 -0.15 0.01
C 0.01 0.01 0.05
C -0.07 0.16 0.00
C 0.00 -0.04 -0.02
C 0.00 0.07 0.01
C 0.04 0.05 -0.01
C 0.11 -0.14 -0.02
N -0.15 0.09 0.23
Si -0.10 -0.01 0.02
C 0.01 -0.15 -0.04
C -0.12 0.08 0.03
C 0.12 0.06 -0.01
H 0.00 0.00 0.02
H 0.01 0.02 0.01
H 0.02 -0.01 -0.02
H 0.02 0.01 0.02
H -0.04 -0.02 -0.02
H 0.00 0.00 -0.06
H 0.01 -0.01 0.02
H -0.01 -0.02 0.00
H 0.00 -0.01 -0.01
H 0.00 0.00 -0.01
H -0.01 0.00 0.01
H 0.02 0.01 0.00
H -0.03 0.00 0.01
H 0.05 0.03 0.03
H 0.00 -0.01 -0.01
H -0.02 -0.01 0.02
H 0.02 0.00 0.01
H -0.02 -0.01 0.03
H 0.06 0.01 -0.03
H 0.01 0.01 -0.01
H 0.00 0.01 -0.02
H 0.03 -0.01 0.00
F -0.04 -0.21 0.04
C 0.13 -0.06 -0.12
F -0.03 0.06 0.00
H -0.04 0.03 -0.01
F 0.06 0.07 -0.06
C 0.03 -0.06 0.20
F -0.08 0.04 0.05
F -0.09 0.07 0.02
C 0.31 -0.04 0.23
O -0.72 -0.01 -0.35
C -0.15 0.00 0.05
F -0.09 -0.03 0.03
F 0.04 0.01 -0.01
F 0.09 -0.03 0.04
C 0.18 0.06 -0.06
F 0.04 0.05 0.00
F -0.01 0.05 -0.09
F -0.03 -0.13 -0.07

## Properties
- ΔE to the lowest compared entry with this formula, charge and spin (eV) = 1.2013
- total charge = +1
- Kohn-Sham gap (spin up / spin down) (eV) = 6.767 / 6.917
- LUMO level (spin up / spin down) (eV) = -5.6 / -5.3
- 2S+1 = 2
- HOMO energy (spin up / spin down) (eV) = -12.395 / -12.173
- energy (Eh) = -2547.15538